Version 1
{"formula": "C8H15NO", "method": "ωB97M-V/def2-TZVPD", "species": ["C", "C", "C", "C", "C", "C", "C", "C", "H", "H", "H", "H", "H", "H", "H", "H", "H", "H", "H", "H", "H", "H", "H", "N", "O"], "positions_angstrom": [[-3.50886, -0.29490, 0.18585], [-2.06778, 0.01129, -0.49778], [-0.90529, -0.23503, 0.32409], [-0.48502, -1.74646, -0.11462], [1.07050, -1.08780, -0.01298], [2.52655, -1.19546, 0.16535], [2.88835, 0.37349, -0.09185], [0.06155, 1.01531, 0.15739], [-3.60876, -0.26776, 1.38269], [-4.28295, 0.86434, -0.46663], [-3.75606, -1.45769, -0.36317], [-2.07800, -0.51994, -1.44344], [-1.94261, 1.02598, -0.88165], [-1.56548, 0.01866, 1.27882], [-1.09179, -2.34888, 0.70148], [-0.72723, -2.10350, -1.18679], [0.91234, -0.42186, -0.78573], [0.80073, -0.75639, 1.17111], [2.89062, -1.53730, 1.10625], [2.99578, -1.76098, -0.50871], [3.60434, 0.58879, -1.10077], [3.48161, 1.13228, 0.59978], [1.51397, 1.98058, -0.35211], [1.38840, 1.10258, -0.17037], [-0.54316, 2.10038, 0.16860]], "mulliken_charge": [-0.7164, -1.3129, 0.8977, -0.8046, -0.1895, -0.9201, -0.3305, 0.1954, 0.3083, 0.2163, 0.1919, 0.3986, 0.4717, 0.0216, 0.3209, 0.3197, 0.3650, 0.1937, 0.2885, 0.3915, 0.2059, 0.3133, 0.1714, -0.2943, -0.7033], "spin_multiplicity": 1, "e_lumo_ev": 0.82, "charge": 0}


Version 2
{"formula": "C8H15NO", "method": "ωB97M-V/def2-TZVPD", "species": ["C", "C", "C", "C", "C", "C", "N", "C", "C", "O", "H", "H", "H", "H", "H", "H", "H", "H", "H", "H", "H", "H", "H", "H", "H"], "positions_angstrom": [[-0.28230, -1.64298, 2.38528], [-0.73776, -0.47162, 1.97310], [-0.32536, 0.56851, 0.57824], [0.71760, 1.53150, 1.12099], [0.06641, -0.38170, -0.47010], [-1.00564, -1.31809, -0.99271], [1.34800, -0.96410, -0.33303], [0.23772, 0.97259, -1.67862], [-0.73448, 1.61854, -2.31105], [1.53925, 1.14311, -2.02824], [-0.53462, -2.05217, 3.35768], [0.41096, -2.25555, 1.82010], [-1.44700, 0.05452, 2.60965], [-1.28208, 1.03784, 0.36639], [1.01565, 2.25557, 0.36489], [0.30409, 2.08438, 1.96211], [1.59866, 0.99804, 1.47423], [-0.72157, -1.68556, -1.97864], [-1.95719, -0.80227, -1.07528], [-1.13060, -2.16240, -0.31687], [1.43512, -1.87026, -0.77303], [1.71841, -0.95556, 0.60635], [-0.51651, 2.30768, -3.11418], [-1.76171, 1.52658, -2.00201], [2.04494, 0.46340, -1.54524]], "mulliken_charge": [-0.7228, -0.2058, -0.1966, -1.4140, 1.3697, -1.6827, -0.6240, 0.2426, -1.0996, -0.5812, 0.2763, 0.2026, 0.2875, 0.4644, 0.3350, 0.4722, 0.2950, 0.4561, 0.3406, 0.4165, 0.2157, 0.2083, 0.3219, 0.2045, 0.4181], "spin_multiplicity": 1, "e_lumo_ev": 0.85, "smiles": "C=C[C@@H](C)[C@](C)(N)C(=C)O", "charge": 0}


Version 3
{"formula": "C8H15NO", "method": "ωB97M-V/def2-TZVPD", "species": ["C", "C", "C", "C", "C", "C", "C", "C", "N", "O", "H", "H", "H", "H", "H", "H", "H", "H", "H", "H", "H", "H", "H", "H", "H"], "positions_angstrom": [[-0.83538, 0.43883, -1.96657], [-0.90182, 0.42041, -0.63630], [-2.18492, 0.77632, 0.05388], [0.06334, -0.53181, 0.45372], [0.06420, -1.98825, 0.02865], [-0.17680, -0.37171, 1.94291], [1.14263, 0.32326, -0.08399], [2.30604, -0.33967, -0.77351], [1.25208, 1.63213, -0.06329], [0.44966, 2.32819, 0.84585], [-1.63607, 0.86283, -2.55224], [0.07314, 0.24873, -2.51351], [-2.87777, 1.24178, -0.64382], [-2.00740, 1.45672, 0.88409], [-2.67543, -0.11257, 0.45171], [0.95549, -2.50889, 0.38077], [0.04497, -2.10765, -1.05553], [-0.83644, -2.46947, 0.40836], [-1.15173, -0.78219, 2.21094], [0.61231, -0.89476, 2.48720], [-0.16468, 0.66092, 2.27398], [1.99306, -1.01850, -1.56253], [2.85604, -0.93212, -0.04337], [2.95732, 0.41540, -1.20437], [0.67817, 3.25205, 0.67698]], "mulliken_charge": [-1.1744, 0.6594, -1.4046, 2.1463, -1.7667, -1.6675, 0.1447, -1.2506, -0.6534, -0.3535, 0.3294, 0.2696, 0.4622, 0.2494, 0.2652, 0.3529, 0.3820, 0.4240, 0.4055, 0.4246, 0.3617, 0.3154, 0.2946, 0.4423, 0.3416], "spin_multiplicity": 1, "e_lumo_ev": 0.86, "smiles": "C=C(C)C(C)(C)/C(C)=N\\O", "charge": 0}


The structure with the most favorable energy is version 2; the runner-up is 1.083 eV above it.


Version 1
{"formula": "C8H15NO", "method": "ωB97M-V/def2-TZVPD", "species": ["C", "C", "N", "C", "C", "C", "O", "C", "C", "C", "H", "H", "H", "H", "H", "H", "H", "H", "H", "H", "H", "H", "H", "H", "H"], "positions_angstrom": [[-0.06529, -3.37128, 1.83395], [0.04435, -2.35792, 1.17528], [0.64034, -0.91658, 0.29768], [1.78114, -1.36190, -0.49243], [-0.44505, -0.34801, -0.31665], [-1.71172, -0.21876, 0.48984], [-0.66315, -0.73823, -1.61717], [0.42453, 1.32658, -0.32488], [0.40796, 1.94619, 1.05036], [-0.31985, 2.11605, -1.37620], [-0.16854, -4.24790, 2.41620], [2.04724, -2.41251, -0.37646], [1.67162, -1.21672, -1.56390], [2.67741, -0.82279, -0.17641], [-2.39269, 0.49261, 0.02391], [-2.17490, -1.20655, 0.53256], [-1.49897, 0.07305, 1.51219], [-1.46780, -1.26679, -1.67854], [1.45043, 1.17780, -0.65201], [0.84499, 1.27641, 1.78814], [-0.60170, 2.20941, 1.36185], [0.98751, 2.87338, 1.03210], [-1.35204, 2.30345, -1.08239], [-0.29505, 1.61157, -2.33964], [0.17923, 3.07943, -1.51741]], "mulliken_charge": [0.0548, -0.7319, 0.1247, -1.0529, 0.7270, -1.8263, -0.5478, 0.6002, -1.5842, -1.4508, 0.4418, 0.3445, 0.3305, 0.3619, 0.3538, 0.6244, 0.3850, 0.3613, 0.2920, 0.4033, 0.3003, 0.4355, 0.2781, 0.3465, 0.4284], "spin_multiplicity": 1, "e_lumo_ev": 0.82, "smiles": "C#CN(C)[C@](C)(O)C(C)C", "charge": 0}


Version 2
{"formula": "C8H15NO", "method": "ωB97M-V/def2-TZVPD", "species": ["C", "C", "O", "C", "C", "C", "C", "H", "H", "H", "H", "H", "H", "H", "H", "H", "H", "H", "H", "C", "C", "N", "H", "H", "H"], "positions_angstrom": [[0.05775, 0.50123, 1.28565], [0.18723, -0.35651, 0.11063], [0.73134, -1.38759, -0.00437], [-0.38144, 0.23650, -1.20615], [-1.79324, -0.25537, -0.94562], [0.23208, -0.24479, -2.46845], [-0.25436, 1.81056, -1.18364], [-0.97110, 0.83372, 1.26801], [0.63405, 1.39791, 1.42987], [0.17981, -0.17426, 2.29831], [-2.51539, -0.40602, -1.75323], [-1.95256, -1.16494, -0.23503], [-2.21467, 0.52894, -0.43310], [0.19536, -1.26273, -2.69350], [1.25194, 0.02966, -2.47255], [-0.27572, 0.10920, -3.36666], [-0.44312, 2.23591, -2.18302], [0.71953, 2.15334, -0.72516], [-0.99412, 2.21998, -0.57882], [3.03953, -1.27954, 2.41736], [2.29084, -0.99795, 3.45749], [1.66445, -0.92697, 4.48275], [2.66287, -1.81037, 1.52139], [4.14109, -1.01109, 2.40081], [1.24029, -0.04702, 4.56862]], "mulliken_charge": [-1.0827, 0.1806, -0.5297, 2.2422, -1.7109, -2.0339, -1.6832, 0.4869, 0.3486, 0.0568, 0.3793, 0.2525, 0.5444, 0.4300, 0.4410, 0.4771, 0.3998, 0.2944, 0.4625, -0.8586, 0.6165, -0.5154, 0.2784, 0.2173, 0.3063], "spin_multiplicity": 1, "e_lumo_ev": 0.71, "smiles": "CC(=O)C(C)(C)C.C=C=N", "charge": 0}


Version 3
{"formula": "C8H15NO", "method": "ωB97M-V/def2-TZVPD", "species": ["C", "C", "C", "C", "N", "C", "C", "C", "C", "H", "H", "H", "H", "H", "H", "H", "H", "H", "H", "H", "H", "H", "O", "H", "H"], "positions_angstrom": [[0.49668, -1.78808, -0.91612], [0.46051, -0.59932, 0.05746], [0.49153, -1.13293, 1.50247], [1.70459, 0.21374, -0.11828], [2.72753, 0.39898, -0.74964], [-0.76527, 0.29666, -0.25320], [-0.67496, 1.07867, -1.55198], [-2.12900, -0.22181, 0.10490], [-1.55686, 0.94625, 0.86368], [-0.43212, -2.36286, -0.80072], [0.58812, -1.46221, -1.95927], [1.35160, -2.44113, -0.70044], [1.35021, -1.80450, 1.63051], [0.57481, -0.32923, 2.24437], [-0.41726, -1.71133, 1.71314], [-0.46365, 0.41944, -2.40499], [-1.62591, 1.58761, -1.75616], [0.11227, 1.84531, -1.50852], [-2.93541, -0.03519, -0.60564], [-2.21375, -1.17173, 0.63359], [-1.27713, 0.77191, 1.90298], [-1.97155, 1.93742, 0.67020], [2.20551, 1.81703, 0.97788], [3.10245, 1.60545, 0.01826], [1.29706, 2.14187, 1.00551]], "mulliken_charge": [-1.6534, 2.3570, -1.8409, -0.4091, -0.8114, 0.8199, -1.4700, -0.8037, -0.6482, 0.3648, 0.3538, 0.4498, 0.4778, 0.3867, 0.3354, 0.2575, 0.4546, 0.3017, 0.2675, 0.2477, 0.2219, 0.3035, -0.7801, 0.5068, 0.3105], "spin_multiplicity": 1, "e_lumo_ev": 0.74, "charge": 0}


The structure with the most favorable energy is version 2; the runner-up is 1.005 eV above it.


Version 1
{"formula": "C7H7NO", "method": "ωB97M-V/def2-TZVPD", "species": ["C", "C", "C", "C", "C", "C", "O", "N", "C", "H", "H", "H", "H", "H", "H", "H"], "positions_angstrom": [[-1.77703, 1.67597, -1.38942], [-0.71239, 1.22784, -1.04121], [0.54083, 0.62222, -0.67479], [1.52220, 1.32224, 0.15055], [1.89507, 0.70546, 1.27694], [1.10988, -0.43649, 1.49743], [1.27059, -1.21860, 2.42889], [0.28827, -0.62548, 0.44074], [-0.65448, -1.70350, 0.57928], [-2.71207, 1.99168, -1.55543], [1.05870, 0.01908, -1.51280], [2.04368, 2.12070, -0.40537], [2.66715, 0.87079, 1.90309], [-0.14912, -2.53617, 1.07150], [-1.48402, -1.41503, 1.18572], [-0.95487, -1.92324, -0.48461]], "mulliken_charge": [0.1556, -0.7833, 0.1708, -0.4439, -0.5953, 0.5407, -0.6711, -0.0423, -0.9410, 0.5228, 0.2675, 0.3284, 0.5466, 0.3484, 0.2756, 0.3204], "spin_multiplicity": 1, "e_lumo_ev": 0.53, "smiles": "C#C[C@H]1C=CC(=O)N1C", "charge": 0}


Version 2
{"formula": "C7H7NO", "method": "ωB97M-V/def2-TZVPD", "species": ["C", "C", "C", "C", "C", "C", "N", "O", "C", "H", "H", "H", "H", "H", "H", "H"], "positions_angstrom": [[2.23751, 0.40080, 0.30685], [0.75472, 0.30256, -0.01479], [0.20731, -0.96228, -0.15193], [-1.13173, -1.23221, -0.23818], [-1.85479, -0.03150, -0.10152], [-1.44612, 1.22120, -0.10328], [0.09369, 1.48485, -0.10323], [0.58421, 2.56900, -0.30345], [-2.85646, 1.09532, 0.34504], [2.77884, 1.16233, -0.24923], [2.51935, 0.83269, 1.37479], [2.87150, -0.45706, 0.15679], [0.85454, -1.83443, -0.37027], [-1.79700, -2.09305, -0.18814], [-3.61330, 1.33935, -0.35640], [-3.17949, 1.13008, 1.41581]], "mulliken_charge": [-1.3697, 0.6575, -0.1656, -0.8273, 0.1612, 0.0388, 0.5859, -0.6643, -0.4107, 0.3631, 0.2539, 0.3577, 0.2421, 0.3580, 0.2109, 0.2085], "spin_multiplicity": 1, "e_lumo_ev": [0.19, 0.19], "smiles": "Cc1ccc2c([n+]1[O-])C2", "charge": 0}


The structure with the most favorable energy is version 1; the runner-up is 2.751 eV above it.


Version 1
{"formula": "C2H3N2O2", "method": "ωB97M-V/def2-TZVPD", "species": ["C", "C", "N", "N", "O", "O", "H", "H", "H"], "positions_angstrom": [[0.54617, 0.94348, 0.01042], [0.82746, -0.53752, 0.11912], [-0.76340, 1.12550, 0.02079], [-1.41199, 0.01177, 0.22232], [-2.84318, -0.11167, -0.73490], [-0.51620, -1.13266, 0.09211], [1.31914, 1.65831, 0.03992], [1.48397, -1.15663, -0.75144], [1.35802, -0.80058, 0.98165]], "mulliken_charge": [-0.2730, -0.1717, -0.3289, 0.0275, -0.6830, -0.2593, 0.3951, 0.1108, 0.1824], "spin_multiplicity": 1, "e_lumo_ev": [4.16, 4.16], "charge": -1}


Version 2
{"formula": "C2H3N2O2", "method": "ωB97M-V/def2-TZVPD", "species": ["C", "C", "N", "N", "O", "O", "H", "H", "H"], "positions_angstrom": [[-0.85471, 0.68909, 0.00629], [-1.53249, -0.46281, 0.08520], [0.42135, 0.96620, -0.23835], [2.37233, 0.01540, 0.26767], [3.30673, -0.76718, 0.02627], [1.31155, -0.10949, -0.55287], [-1.37166, 1.58120, 0.34705], [-1.16593, -1.38678, -0.21414], [-2.48717, -0.52563, 0.27289]], "mulliken_charge": [0.1761, -1.0472, -0.7385, 0.1596, -0.4262, 0.0068, 0.2701, 0.2675, 0.3319], "spin_multiplicity": 1, "e_lumo_ev": 4.69, "charge": -1}


The structure with the most favorable energy is version 2; the runner-up is 1.202 eV above it.